Computed, not measured: a 6-piece molecular cluster, C36H73Cl2FNO14P2S5 overall, with ωB97M-V/def2-TZVPD.

```
134
Properties=species:S:1:pos:R:3:forces:R:3
C 2.36255 -1.86591 -3.72274 -0.3 0.7 0.7
C 2.89057 -1.81767 -2.45652 0.3 0.2 -1.2
P 2.00020 -1.73044 -0.72653 -0.2 3.1 -0.5
C 1.17478 -1.60199 0.99325 0.2 0.1 0.7
C 0.30490 -0.38853 1.39753 -0.3 0.5 1.1
C 1.01181 0.68407 2.27721 -0.1 0.4 -1.2
C 2.81255 -0.02497 -0.33883 -0.4 0.5 0.0
C 3.72140 0.68428 -1.31826 1.0 0.8 0.9
F 3.09007 1.27735 -2.42496 -0.2 -0.2 -0.1
C 0.42825 -0.99563 -1.55859 -0.1 0.7 -0.5
C 0.27664 0.49133 -1.90211 -2.3 -0.2 -0.6
C -1.18467 0.71009 -2.43520 0.8 0.5 0.4
C -2.20875 0.76107 -1.33136 -0.9 -0.1 -0.8
O -3.51994 0.43349 -1.95289 0.2 -0.5 0.2
C -4.41458 0.01672 -1.03266 -0.8 1.1 0.4
C -4.59101 -1.46832 -0.88224 0.1 0.4 -0.1
O -5.07046 0.82114 -0.39260 0.7 -0.8 -0.5
C 3.56200 -2.82521 -0.09881 0.3 -0.3 0.8
Cl 5.14608 -1.85913 0.10173 -0.2 0.1 -0.1
C 3.64396 -3.89144 1.02665 1.1 -1.0 -0.3
C 3.52401 -5.35994 0.55576 0.0 0.0 0.5
Cl 2.84616 -3.74842 2.63678 -0.2 0.2 -0.1
P 1.02791 -3.82048 -1.29279 -1.2 -1.2 0.8
N 0.52462 -4.69061 -0.07820 0.4 0.5 0.2
O -0.34201 -3.75966 -2.23161 0.8 0.3 -1.0
O 1.92178 -4.71912 -2.33164 -0.1 0.0 0.1
H 2.40868 -2.73200 -4.37973 1.6 0.5 -0.7
H 1.87195 -0.98042 -4.12821 -1.7 -0.7 0.4
H 3.98455 -1.90290 -2.47856 -0.1 -2.0 0.6
H 2.03504 -1.50247 1.65487 0.1 -0.3 0.0
H 0.65096 -2.46776 1.38844 0.0 -0.3 -0.5
H -0.48966 -0.74088 2.06111 -0.1 -0.4 -0.2
H -0.23588 0.16101 0.63311 0.2 -0.3 -0.4
H 2.02103 0.40973 2.55798 0.0 -0.2 0.3
H 1.11264 1.58810 1.66997 0.2 0.2 0.2
H 0.41307 0.97437 3.13687 0.1 -0.2 0.2
H 3.30518 -0.00272 0.63371 0.5 -0.4 -0.1
H 2.07856 0.75523 -0.11518 -0.5 -0.4 -0.3
H 4.13375 1.53655 -0.76170 0.0 0.1 0.0
H 4.60935 0.16570 -1.66755 -0.3 -0.5 -0.3
H -0.45608 -1.32564 -1.00541 0.1 0.0 0.3
H 0.24546 -1.40761 -2.55240 0.5 -0.6 0.1
H 0.32433 1.23248 -1.10488 0.8 -0.1 0.2
H 0.84358 0.76701 -2.78427 0.8 0.1 0.4
H -1.16603 1.69817 -2.90705 -0.3 0.0 -0.3
H -1.45232 -0.02665 -3.18841 0.0 -0.2 0.0
H -2.30913 1.76873 -0.94280 0.1 -0.3 0.3
H -2.06321 0.02075 -0.54728 0.3 0.0 0.1
H -4.81393 -1.91591 -1.84703 0.0 0.0 -0.1
H -3.66466 -1.90381 -0.51109 0.1 -0.1 0.0
H -5.40111 -1.62843 -0.18251 0.0 -0.2 0.1
H 3.84500 -3.41281 -0.96375 -0.2 0.0 -0.2
H 4.68301 -3.88237 1.33043 0.1 0.5 0.1
H 2.59079 -5.80521 0.87596 -0.3 0.0 -0.5
H 3.69503 -5.44866 -0.51308 -0.4 0.0 -0.1
H 4.31770 -5.91955 1.05073 -0.2 0.1 -0.1
H 0.76405 -4.24459 0.80210 0.1 -0.3 0.0
H -1.05259 -3.51219 -1.64039 -0.2 -0.1 0.2
H 1.59351 -4.58559 -3.22477 0.0 0.0 -0.2
C -6.94117 2.38260 -5.07201 0.0 -0.1 0.0
C -5.95988 1.50764 -4.28353 0.0 0.1 0.0
C -5.92176 0.13402 -4.96433 0.1 0.1 0.3
S -6.31350 0.41932 -6.69495 0.1 0.2 0.2
O -7.57134 -0.21728 -7.00124 0.0 -0.1 -0.1
O -5.14487 0.18899 -7.50642 -0.1 -0.1 -0.2
C -6.59097 2.18164 -6.54331 -0.1 0.3 0.2
H -6.86924 3.43046 -4.78402 0.0 0.0 0.0
H -7.96404 2.05070 -4.88272 0.0 0.0 0.0
H -4.96577 1.95819 -4.31027 0.0 0.0 0.0
H -6.25078 1.42037 -3.23844 0.0 0.0 0.0
H -4.94088 -0.33043 -4.89599 0.0 -0.1 -0.1
H -6.67769 -0.53658 -4.55979 -0.1 0.0 -0.1
H -7.38179 2.48335 -7.22635 0.0 -0.1 -0.1
H -5.65910 2.68385 -6.80192 0.0 -0.1 0.0
C -8.74244 4.18635 1.52659 0.1 -0.1 0.0
C -7.35716 3.52850 1.58925 -0.1 0.0 0.0
C -7.46090 2.16209 0.89888 0.2 0.3 0.3
S -8.77365 2.31600 -0.31225 0.3 0.1 0.2
O -9.86441 1.45128 0.06583 -0.1 0.0 -0.2
O -8.21763 2.27745 -1.64201 -0.2 -0.1 -0.2
C -9.22239 4.00388 0.09070 -0.1 0.2 0.2
H -8.70640 5.23950 1.80418 0.0 0.0 0.0
H -9.42355 3.67956 2.21388 0.0 0.0 0.0
H -6.63347 4.15237 1.06069 0.0 0.0 0.0
H -7.00816 3.42137 2.61508 0.0 0.0 0.0
H -6.53991 1.88656 0.39187 -0.2 -0.1 0.0
H -7.74590 1.37854 1.59829 -0.1 0.0 -0.1
H -10.29524 4.13369 -0.03141 0.0 -0.1 -0.1
H -8.68456 4.65931 -0.59380 0.0 0.0 0.0
C 2.88819 3.73484 6.86583 0.1 -0.1 0.0
C 4.31986 3.21051 7.04506 0.0 0.0 0.0
C 4.34864 1.76746 6.52467 0.2 0.2 0.3
S 3.06640 1.66266 5.26553 0.1 0.2 -0.1
O 2.04263 0.76448 5.72865 0.0 -0.1 0.0
O 3.68088 1.51969 3.97552 0.0 -0.2 0.0
C 2.47413 3.34217 5.45098 0.0 0.3 0.2
H 2.83025 4.81269 7.01322 0.0 0.0 0.0
H 2.22672 3.25867 7.59299 0.0 0.0 0.0
H 5.00739 3.82640 6.46180 0.0 0.0 0.0
H 4.64058 3.25809 8.08521 0.0 0.0 0.0
H 5.30393 1.51159 6.07450 -0.1 -0.1 -0.1
H 4.10320 1.05152 7.30642 -0.1 0.0 -0.1
H 1.39957 3.36581 5.28788 0.0 -0.1 -0.1
H 2.98065 3.95375 4.70521 0.0 -0.1 -0.1
C 9.11871 -6.29437 2.13808 0.0 0.0 0.1
C 9.16320 -7.28103 3.31372 0.0 0.0 -0.1
C 7.71644 -7.52316 3.76330 0.4 0.0 0.2
S 6.69008 -7.27086 2.30657 0.2 0.0 -0.1
O 5.85794 -6.11936 2.52551 0.1 -0.1 0.2
O 6.14019 -8.53132 1.88195 -0.2 0.0 0.0
C 8.02284 -6.80298 1.20747 0.3 0.1 -0.1
H 10.07789 -6.23082 1.62601 0.0 0.0 0.0
H 8.86369 -5.29693 2.50187 0.0 0.0 0.0
H 9.60907 -8.22145 2.98288 0.0 0.0 0.0
H 9.77019 -6.90286 4.13543 0.0 0.0 0.0
H 7.56202 -8.53417 4.13089 -0.1 0.0 0.0
H 7.40226 -6.80330 4.51629 -0.1 0.0 -0.1
H 7.66467 -6.05421 0.50456 -0.2 0.0 0.0
H 8.33930 -7.69875 0.67382 -0.1 0.0 0.0
C -0.15065 6.54763 -1.70352 0.1 -0.1 0.0
C 0.17811 5.38017 -2.64478 -0.1 0.0 0.1
C 0.51578 4.16556 -1.77117 0.1 0.1 -0.3
S -0.39124 4.38707 -0.23638 0.0 0.0 -0.3
O 0.55136 4.56933 0.83682 -0.1 0.0 0.1
O -1.44731 3.40772 -0.14884 0.2 0.3 0.3
C -1.09767 5.98010 -0.65089 0.0 0.3 -0.2
H -0.60235 7.38380 -2.23615 0.0 0.0 0.0
H 0.76414 6.90592 -1.22635 0.0 0.0 0.0
H -0.69241 5.15717 -3.26543 0.0 0.0 0.0
H 1.00309 5.62051 -3.31340 0.0 0.0 0.0
H 0.20931 3.22973 -2.22908 0.1 -0.1 0.1
H 1.57486 4.12368 -1.52498 0.0 -0.1 0.1
H -1.16935 6.58951 0.24685 0.0 -0.1 0.1
H -2.09010 5.80229 -1.06460 0.0 -0.1 0.0
```
Positions in Å, forces in eV/Å.

The HOMO energy comes out at -0.14924 Eh. The calculation puts the HOMO-LUMO gap at 5.74 eV. The net charge is -1.